--- i ---
Computed, not measured: a cluster of 2 separate species, C3H6N2O3 in total, with ωB97M-V/def2-TZVPD.

Last column: Mulliken charge in e.
Cartesian coordinates (Å):
C 1.01308 -0.72017 0.91104  -0.399
C 1.38520 0.52256 0.71627  -0.515
C -0.88748 0.25537 -1.67042  0.274
N -1.16724 1.01905 -0.65474  -0.314
N -2.25828 1.32147 0.13233  0.979
O -3.16570 0.51709 0.22810  -0.576
O -2.08240 2.34687 0.72682  -0.526
O -1.66918 -0.49687 -2.38891  -0.450
H 1.02035 -1.57396 0.20445  0.252
H 0.74483 -1.09174 1.94351  0.187
H 1.29039 1.03173 1.64001  0.240
H 1.88713 0.80092 -0.22227  0.229
H 0.24580 0.36056 -1.99588  0.231
H -2.63089 -0.56640 -2.08953  0.389

Values from the calculation:
Lowest unoccupied orbital energy = -0.25 eV
Structure (SMILES) = O=[N+]([O-])/N=C\O.C=C
Total charge = 0
Frontier orbital gap = 9.600 eV
HOMO level = -9.9 eV

***

--- ii ---
Computed, not measured: the molecule C3H6N2O3, with ωB97M-V/def2-TZVPD.

Last column: Mulliken charge in e.
Cartesian coordinates (Å):
C 1.25106 -0.03931 -1.03410  0.566
C -1.25573 0.02487 1.17946  -0.318
C -2.59050 0.37248 0.52627  0.069
H 3.24613 -0.60547 -0.68010  0.212
H 2.49924 -0.89523 -2.21077  0.246
H 1.60301 0.08769 0.97437  0.148
H -1.30403 0.13740 2.22131  0.332
H -0.89548 -0.98187 0.95303  0.309
H -2.77864 0.02687 -0.54019  0.309
N 2.58580 -0.37238 -1.38275  -0.447
N 0.91848 0.19420 0.26918  -0.148
O 0.33677 0.00247 -1.85229  -0.584
O -0.22625 0.88413 0.55349  -0.252
O -3.38988 1.16414 1.02308  -0.442

Values from the calculation:
Lowest unoccupied orbital energy = 0.56 eV
Structure (SMILES) = NC(=O)NOCC=O
Total charge = 0
Frontier orbital gap = 10.438 eV
HOMO level = -9.9 eV

***

--- iii ---
Computed, not measured: a structure of composition C3H6N2O3, with ωB97M-V/def2-TZVPD.

Last column: Mulliken charge in e.
Cartesian coordinates (Å):
C -0.24320 -1.29308 0.05626  -1.451
C 0.41941 1.29375 -0.09866  -1.027
C 0.74780 -0.18904 -0.09274  0.815
N 1.96016 -0.61794 -0.08144  0.350
N 3.45978 0.33025 0.03633  0.909
O 3.31089 1.52146 0.18418  -0.587
O 2.36748 -1.78674 -0.12080  -0.647
O 4.30312 -0.44362 0.19474  -0.435
H -0.31889 -1.52864 1.19586  0.241
H -1.14993 -1.00029 -0.29563  0.424
H 0.05646 -2.13770 -0.38401  0.463
H -0.32778 1.45669 0.57375  0.376
H 1.40606 1.79357 0.18876  0.315
H 0.05958 1.46285 -1.12858  0.255

Values from the calculation:
Lowest unoccupied orbital energy = -0.09 eV
Total charge = 0
Frontier orbital gap = 8.935 eV
HOMO level = -9.0 eV

***

--- iv ---
Computed, not measured: the molecule C3H6N2O3, with ωB97M-V/def2-TZVPD.

Last column: Mulliken charge in e.
Cartesian coordinates (Å):
C 0.37481 -0.47134 -2.03501  -0.824
N 0.01091 -0.16996 -0.66821  -0.114
C 0.24460 1.04955 1.51742  0.651
N -1.08382 1.23874 1.42898  -0.293
C 0.39167 -1.02816 0.39076  0.133
O -0.93975 -1.10640 -0.10237  -0.453
O 1.04851 1.82329 1.93472  -0.526
O 0.67045 -0.41809 1.54175  -0.373
H -1.67345 0.51839 1.04485  0.221
H -1.45502 2.05603 1.88337  0.235
H 1.01762 -1.89839 0.19441  0.437
H -0.45434 -0.18788 -2.68097  0.266
H 1.25522 0.12620 -2.26580  0.333
H 0.59259 -1.53198 -2.18390  0.308

Values from the calculation:
Lowest unoccupied orbital energy = 0.93 eV
Structure (SMILES) = CN1O[C@@H]1OC(N)=O
Total charge = 0
Frontier orbital gap = 10.836 eV
HOMO level = -9.9 eV

***

In terms of stability, ii leads; the second structure lies 1.6 kcal/mol higher.

***

--- i ---
Computed, not measured: the molecule C3H6N2O3, with ωB97M-V/def2-TZVPD.

Last column: Mulliken charge in e.
Cartesian coordinates (Å):
C -0.28421 -1.02782 1.17262  0.586
C 0.08021 -0.05360 -0.92403  0.631
N 1.89876 0.90981 0.19150  -0.477
N -1.49330 -0.42713 1.39032  -0.347
C -0.29027 0.16080 -2.18683  -0.820
O -0.01046 -1.26076 -0.26681  -0.322
O 0.48458 1.02816 -0.08753  -0.238
O 0.33317 -1.61511 2.03694  -0.544
H 1.94084 0.78454 1.20448  0.233
H 2.23109 1.85898 0.02272  0.268
H -1.94577 -0.68493 2.25629  0.267
H -2.06345 -0.16352 0.59725  0.225
H -0.20373 1.14747 -2.62469  0.266
H -0.67745 -0.65687 -2.78223  0.272

Values from the calculation:
Lowest unoccupied orbital energy = 0.74 eV
Structure (SMILES) = C=C(ON)OC(N)=O
Total charge = 0
Frontier orbital gap = 10.255 eV
HOMO level = -9.5 eV

***

--- ii ---
Computed, not measured: the molecule C3H6N2O3, with ωB97M-V/def2-TZVPD.

Last column: Mulliken charge in e.
Cartesian coordinates (Å):
C 0.36499 -0.17976 0.59315  0.325
C 1.15856 1.13676 0.77057  0.488
N -0.58139 -0.33118 1.71643  -0.675
C -1.33568 -1.40932 -2.14530  -0.256
O -0.32192 -0.15501 -0.65925  -0.091
O 1.61297 1.68828 -0.37442  -0.431
N -0.78621 -1.44584 -0.98009  -0.498
O 1.41168 1.67680 1.84176  -0.607
H 2.07267 2.50283 -0.08313  0.363
H 1.09653 -0.99640 0.60505  0.298
H -0.14457 0.07271 2.54599  0.274
H -1.38298 0.25572 1.49915  0.250
H -1.77455 -2.32326 -2.57406  0.288
H -1.39010 -0.49235 -2.75585  0.271

Values from the calculation:
Lowest unoccupied orbital energy = 0.73 eV
Structure (SMILES) = C=NO[C@H](N)C(=O)O
Total charge = 0
Frontier orbital gap = 10.642 eV
HOMO level = -9.9 eV

***

--- iii ---
Computed, not measured: the molecule C3H6N2O3, with ωB97M-V/def2-TZVPD.

Last column: Mulliken charge in e.
Cartesian coordinates (Å):
O -0.95979 1.32573 0.62705  -0.578
C -1.45963 0.24262 0.42578  0.591
N -2.80143 0.19224 0.16217  -0.389
C -0.65823 -1.03377 0.20312  -0.616
N 0.75538 -0.94337 0.43792  -0.148
C 1.62322 -0.09412 -0.25272  0.544
O 0.99114 0.39376 -1.31879  -0.459
O 2.80417 -0.02671 -0.06529  -0.579
H -3.33362 -0.66242 0.24629  0.185
H -3.34851 0.98935 -0.10680  0.214
H -0.85067 -1.39907 -0.81787  0.274
H -1.00665 -1.80568 0.90106  0.397
H 1.07363 -1.51765 1.20360  0.229
H 1.46660 1.03576 -1.88638  0.335

Values from the calculation:
Lowest unoccupied orbital energy = 0.58 eV
Structure (SMILES) = NC(=O)CNC(=O)O
Total charge = 0
Frontier orbital gap = 10.341 eV
HOMO level = -9.8 eV

***

--- iv ---
Computed, not measured: the molecule C3H6N2O3, with ωB97M-V/def2-TZVPD.

Last column: Mulliken charge in e.
Cartesian coordinates (Å):
C 0.24164 0.54850 -0.32869  0.770
C 0.45513 0.38425 0.94063  -0.982
C -2.23937 0.79800 -0.60626  0.231
H 2.12186 -1.54612 -1.60248  0.248
H 1.90248 -1.28141 0.31136  0.318
H 1.43768 0.68398 0.89648  0.643
H -0.37522 1.03070 1.34468  0.284
H -0.14371 -1.29020 1.25473  0.352
H -2.92950 1.36059 -1.31321  0.311
N 1.58118 -0.94719 -0.73817  -0.244
N 0.72675 -0.21226 -1.24760  -0.503
O 0.60523 -0.89881 1.62485  -0.567
O -0.92696 1.35974 -0.83918  -0.383
O -2.45720 0.01024 0.30286  -0.478

Values from the calculation:
Lowest unoccupied orbital energy = 0.76 eV
Structure (SMILES) = N/N=C(\CO)OC=O
Total charge = 0
Frontier orbital gap = 9.236 eV
HOMO level = -8.5 eV

***

In terms of stability, iii leads; the second structure lies 64.1 kcal/mol higher.

***

--- i ---
Computed, not measured: the molecule C7H14N2, with ωB97M-V/def2-TZVPD.

Last column: Mulliken charge in e.
Cartesian coordinates (Å):
C -0.04384 -0.80180 0.59057  -0.140
C 0.47975 0.50422 1.20503  0.344
C -0.03605 1.59622 0.25277  -0.954
C -0.58976 -1.34664 -1.91820  -0.973
C -1.39266 -1.25757 1.10073  -1.661
C 2.00577 0.53332 1.29886  -1.699
N -0.06414 -0.45339 -0.90645  0.031
C -0.10553 0.91964 -1.10238  0.655
N -0.21549 1.43069 -2.25767  -0.813
H 0.82580 -1.33330 -0.11124  0.456
H 0.06045 0.62691 2.20667  0.517
H -0.32375 2.44036 -2.23098  0.217
H 0.60165 2.48051 0.22935  0.392
H -1.04538 1.91672 0.52532  0.335
H -0.41574 -0.90756 -2.89747  0.417
H -1.65869 -1.52896 -1.79034  0.309
H -0.04835 -2.29297 -1.86313  0.271
H -2.15535 -0.47979 0.98269  0.355
H -1.73773 -2.15461 0.58810  0.393
H -1.31558 -1.50492 2.15902  0.407
H 2.36719 -0.28690 1.91791  0.380
H 2.45378 0.41748 0.30964  0.321
H 2.35366 1.48236 1.71120  0.441

Values from the calculation:
Lowest unoccupied orbital energy = 1.02 eV
Structure (SMILES) = [H]/N=C1\C[C@H](C)[C@@H](C)N1C
Total charge = 0
Frontier orbital gap = 9.035 eV
HOMO level = -8.0 eV

***

--- ii ---
Computed, not measured: a cluster of 2 separate species, C7H14N2 in total, with ωB97M-V/def2-TZVPD.

Last column: Mulliken charge in e.
Cartesian coordinates (Å):
C 2.24313 1.34640 0.80362  -0.578
C 1.09904 2.36104 0.97013  -0.912
C 1.91308 -0.09519 0.57744  0.500
C 1.49560 -0.95038 1.55249  -0.613
C 1.50268 -1.95329 -0.41086  -0.261
N 1.85323 -0.70224 -0.66152  -0.541
N 1.10545 -2.10119 0.91050  -0.066
H 2.98409 1.61962 -0.03125  0.281
H 2.92567 1.47944 1.61321  0.378
H 1.31869 3.37700 0.69941  0.333
H 1.45003 -0.91684 2.61959  0.424
H 1.15401 -2.72449 -1.08209  0.367
H 0.88553 -2.96202 1.38641  0.211
H 0.91589 2.55389 2.02435  0.275
H 0.21766 1.96228 0.45379  0.205
C -2.43802 0.37476 -1.59972  -0.391
C -3.25134 -0.88358 -1.20968  -0.834
H -2.43710 0.44718 -2.67495  0.273
H -2.84217 1.28648 -1.17636  0.271
H -1.47427 0.17148 -1.13693  -0.092
H -3.78975 -1.10884 -2.14063  0.249
H -4.16024 -0.78353 -0.60785  0.299
H -2.67091 -1.79795 -0.87910  0.220

Values from the calculation:
Lowest unoccupied orbital energy = 0.85 eV
Structure (SMILES) = CCc1c[nH]cn1.CC
Total charge = 0
Frontier orbital gap = 9.506 eV
HOMO level = -8.7 eV

***

--- iii ---
Computed, not measured: a cluster of 2 separate species, C7H14N2 in total, with ωB97M-V/def2-TZVPD.

Last column: Mulliken charge in e.
Cartesian coordinates (Å):
C 0.76353 -3.21848 -2.14089  -1.013
C 1.93397 -0.01140 -1.06250  -0.283
C 0.93304 -1.80785 -1.80949  0.615
C 0.10869 -0.74330 -2.01682  -0.508
N 2.10047 -1.29860 -1.21475  -0.594
N 0.69989 0.39843 -1.54034  -0.117
H 2.85837 0.51393 -0.89140  0.419
H 0.18638 1.19394 -1.21075  0.287
H -0.77497 -0.71742 -2.64183  0.370
H -0.29549 -3.45047 -1.94823  0.306
H 1.23531 -3.78140 -1.34413  0.312
H 1.04903 -3.54954 -3.13878  0.250
C -0.65346 1.09070 1.62175  0.806
C -2.17138 0.88533 1.84072  -1.095
C -0.04466 2.39353 2.16336  -1.165
H -0.08769 0.27714 2.10811  0.315
H -0.49178 1.01988 0.55267  -0.768
H -2.63597 0.98605 0.86575  0.320
H 0.97407 2.22626 2.54289  0.308
H -2.62294 1.65464 2.51468  0.278
H -2.38200 -0.01231 2.37240  0.296
H -0.04600 3.14138 1.39161  0.328
H -0.63642 2.80954 2.98598  0.334

Values from the calculation:
Lowest unoccupied orbital energy = 0.83 eV
Structure (SMILES) = Cc1c[nH]cn1.CCC
Total charge = 0
Frontier orbital gap = 9.440 eV
HOMO level = -8.6 eV

***

--- iv ---
Computed, not measured: a cluster of 3 separate species, C7H14N2 in total, with ωB97M-V/def2-TZVPD.

Last column: Mulliken charge in e.
Cartesian coordinates (Å):
C -1.67896 0.79820 -0.37618  -0.090
C 0.31797 -1.43345 0.63332  -0.850
C -2.40992 -0.31890 -1.04689  -1.192
C -2.04767 1.11483 1.03721  -1.081
N 0.59897 -0.48102 -0.43159  -0.269
C 0.53292 0.77820 -0.39765  0.625
C 2.72723 -0.58387 -0.69398  -0.410
C 3.61300 -0.51247 0.28267  -0.457
N 0.89542 1.94814 -0.25906  -0.587
H -1.56617 1.67474 -1.00831  0.419
H 1.67900 2.32235 -0.78766  0.266
H 2.95366 -0.98273 -1.68104  0.320
H 0.72060 -2.39384 0.31425  0.346
H -0.74567 -1.57451 0.81903  0.273
H 0.77971 -1.15376 1.58335  0.308
H -2.47261 -1.20736 -0.41243  0.252
H -3.08159 1.49165 1.09557  0.374
H -1.94782 -0.60268 -1.99378  0.307
H -3.44942 -0.02206 -1.25981  0.408
H -1.41889 1.90501 1.45215  0.328
H -1.97310 0.23756 1.68670  0.229
H 3.33129 -0.13668 1.26661  0.209
H 4.64206 -0.86734 0.17751  0.272

Values from the calculation:
Lowest unoccupied orbital energy (alpha / beta) = 0.71 / 0.39 eV
Total charge = 0
Frontier orbital gap (alpha / beta) = 7.991 / 7.473 eV
HOMO level (alpha / beta) = -7.3 / -7.1 eV

***

In terms of stability, iii leads; the second structure lies 3.4 kcal/mol higher.